Computed, not measured: 2 unconnected molecules or ions with the total composition C19H26NO7S at a distorted geometry, with the ωB97M-V functional and the def2-TZVPD basis.

Geometry as ORCA input:
```
! RIJCOSX wB97M-V def2-TZVPD def2/J DEFGRID3
* xyz -1 1
C 2.42 -1.42 5.03
C 2.00 -1.71 3.60
C 1.46 -0.48 2.91
C 0.70 -0.82 1.60
C 1.48 -1.10 0.39
C 1.39 -2.26 -0.55
O 1.73 -2.12 -1.73
O 0.84 -3.41 -0.02
C 0.33 -4.41 -0.96
C -1.16 -4.52 -0.99
C 2.92 -0.70 0.40
O 3.85 -1.49 0.30
O 3.17 0.62 0.64
C 4.59 0.85 0.63
C 4.89 2.27 1.02
H 2.66 -2.35 5.53
H 3.29 -0.77 5.06
H 1.62 -0.92 5.57
H 2.84 -2.09 3.01
H 1.22 -2.47 3.59
H 0.77 0.07 3.57
H 2.25 0.23 2.64
H -0.02 -1.64 1.75
H 0.19 0.12 1.39
H 0.69 -4.08 -1.94
H 0.76 -5.37 -0.68
H -1.42 -5.36 -1.63
H -1.62 -4.70 -0.01
H -1.60 -3.62 -1.40
H 5.05 0.15 1.35
H 4.98 0.64 -0.38
H 5.97 2.43 0.92
H 4.36 2.99 0.39
H 4.61 2.46 2.06
C -2.75 6.63 -3.47
C -2.67 5.34 -2.71
C -2.28 5.34 -1.37
C -2.20 4.14 -0.65
C -2.51 2.95 -1.29
S -2.64 1.44 -0.35
N -0.95 0.65 -0.36
C -0.99 -0.57 -0.55
O -1.19 -1.71 -0.80
O -2.90 1.73 1.03
O -3.45 0.52 -1.12
C -2.89 2.93 -2.63
C -2.97 4.13 -3.33
H -3.10 6.47 -4.49
H -3.46 7.33 -3.01
H -1.79 7.15 -3.52
H -2.03 6.28 -0.88
H -1.92 4.14 0.39
H -3.15 1.98 -3.11
H -3.27 4.12 -4.38
*
```

Summary:
* lowest unoccupied orbital energy: 2.22 eV
* calculated total energy: -1719.19872 hartree
* E_HOMO: -0.0993 Ha
* energy above the lowest of the compared OMol25 structures with the same formula, charge and spin: 127.3 kJ/mol

Computed, not measured: C8H19PS in the gas phase at a distorted geometry, with the ωB97M-V functional and the def2-TZVPD basis.

Geometry as ORCA input:
```
! RIJCOSX wB97M-V def2-TZVPD def2/J DEFGRID3
* xyz 0 1
C -2.91 2.27 -1.20
C -1.60 1.41 -1.01
C -0.43 2.24 -1.44
C -1.46 1.17 0.53
P 0.25 0.65 1.14
S -0.32 0.14 3.12
C 0.30 -1.03 0.29
C 1.52 -1.94 0.64
C 1.45 -3.22 -0.20
C 2.80 -1.21 0.56
H -2.90 2.53 -2.25
H -3.75 1.67 -0.92
H -2.80 3.10 -0.55
H -1.70 0.48 -1.57
H 0.47 1.73 -1.12
H -0.42 3.21 -1.00
H -0.27 2.24 -2.60
H -1.76 2.07 1.02
H -2.19 0.39 0.66
H 0.71 0.79 3.93
H 0.25 -0.91 -0.76
H -0.58 -1.54 0.60
H 1.51 -2.29 1.76
H 2.06 -3.09 -1.15
H 1.76 -4.08 0.41
H 0.44 -3.62 -0.54
H 3.18 -0.98 -0.51
H 3.68 -1.73 0.84
H 2.72 -0.45 1.31
*
```

Summary:
* structure (SMILES): CC(C)CP(S)CC(C)C
* lowest unoccupied orbital energy: 0.76 eV
* calculated total energy: -1055.71151 hartree
* E_HOMO: -0.3160 Ha
* energy above the lowest of the compared OMol25 structures with the same formula, charge and spin: 0.0 kJ/mol

Computed, not measured: a molecular structure, C4H5N2O3S2 at a distorted geometry, with the ωB97M-V functional and the def2-TZVPD basis.

Geometry as ORCA input:
```
! RIJCOSX wB97M-V def2-TZVPD def2/J DEFGRID3
* xyz -1 1
C -1.47 1.87 1.42
C -0.51 0.09 0.36
C 0.70 -0.93 -2.34
C 0.26 -1.68 -1.08
N -1.56 0.83 0.62
N -0.59 1.69 2.72
O 0.65 0.28 0.63
O 1.46 0.81 3.69
O -0.79 -1.01 -0.44
S -2.37 3.22 1.45
S 0.87 1.44 2.52
H 0.07 -1.11 -3.15
H 0.63 0.25 -2.21
H 1.63 -1.23 -2.61
H 0.96 -1.73 -0.28
H 0.06 -2.78 -1.31
*
```

Summary:
* lowest unoccupied orbital energy: 3.41 eV
* calculated total energy: -1287.04095 hartree
* E_HOMO: -0.1654 Ha
* energy above the lowest of the compared OMol25 structures with the same formula, charge and spin: 57.7 kJ/mol

Computed, not measured: 12 unconnected molecules or ions with the total composition C73H151N7O12 at a distorted geometry, with the ωB97M-V functional and the def2-TZVPD basis.

Geometry as ORCA input:
```
! RIJCOSX wB97M-V def2-TZVPD def2/J DEFGRID3
* xyz 2 1
C 3.44 1.95 -1.56
C 2.35 2.99 -1.26
C 1.56 3.38 -2.48
N 0.33 4.20 -2.09
C -0.43 4.54 -3.39
C -1.54 5.56 -3.12
C -1.06 6.75 -2.33
C -0.42 6.29 -1.02
C 0.72 5.36 -1.33
C -0.48 3.35 -1.31
H 4.03 2.17 -2.42
H 2.95 1.02 -1.88
H 4.05 1.74 -0.67
H 2.84 3.91 -0.87
H 1.79 2.52 -0.47
H 1.13 2.60 -3.09
H 2.09 4.06 -3.14
H 0.40 5.03 -3.93
H -0.78 3.57 -3.75
H -2.01 5.73 -4.11
H -2.31 5.00 -2.53
H -0.45 7.35 -3.01
H -1.84 7.43 -2.00
H -0.10 7.07 -0.33
H -1.19 5.71 -0.41
H 1.58 5.78 -1.93
H 1.14 5.01 -0.36
H -0.88 2.54 -1.93
H -1.31 3.91 -0.90
H 0.03 2.95 -0.40
C -4.91 1.07 4.12
C -4.50 1.61 2.76
C -5.65 1.63 1.74
N -5.24 2.26 0.49
C -6.27 1.93 -0.58
C -6.20 2.88 -1.82
C -6.23 4.35 -1.45
C -5.05 4.64 -0.52
C -5.11 3.74 0.77
C -3.92 1.82 -0.01
H -4.05 1.21 4.76
H -5.06 -0.06 4.06
H -5.74 1.64 4.57
H -3.78 0.99 2.23
H -4.05 2.58 2.92
H -6.65 1.99 1.99
H -5.79 0.55 1.54
H -7.22 2.15 -0.11
H -6.17 0.89 -0.85
H -7.06 2.57 -2.39
H -5.26 2.59 -2.30
H -7.20 4.61 -0.99
H -6.11 4.95 -2.32
H -4.94 5.67 -0.13
H -4.12 4.46 -1.07
H -5.93 4.12 1.39
H -4.19 3.87 1.35
H -4.03 0.87 -0.44
H -3.10 1.92 0.71
H -3.65 2.47 -0.83
C -1.97 -3.98 -2.87
C -1.30 -3.25 -4.03
C -0.06 -2.50 -3.61
N 0.79 -2.05 -4.73
C 1.65 -0.99 -4.11
C 2.90 -0.62 -4.87
C 3.69 -1.79 -5.34
C 2.74 -2.74 -6.15
C 1.62 -3.19 -5.16
C 0.08 -1.36 -5.83
H -2.21 -3.35 -1.98
H -1.16 -4.74 -2.68
H -2.79 -4.55 -3.29
H -2.02 -2.51 -4.36
H -1.20 -3.98 -4.82
H 0.52 -3.08 -2.90
H -0.45 -1.60 -3.05
H 1.94 -1.47 -3.17
H 0.96 -0.13 -4.03
H 3.63 -0.09 -4.22
H 2.64 0.09 -5.68
H 4.12 -2.30 -4.44
H 4.55 -1.46 -5.92
H 3.34 -3.58 -6.40
H 2.26 -2.29 -7.06
H 2.06 -3.68 -4.32
H 0.99 -3.95 -5.65
H -0.56 -0.65 -5.37
H -0.46 -2.05 -6.49
H 0.85 -0.82 -6.39
C 6.15 -5.19 2.83
C 6.45 -4.85 1.36
C 6.95 -3.42 1.32
N 6.76 -2.75 0.06
C 7.27 -3.65 -1.02
C 7.32 -2.97 -2.37
C 8.16 -1.73 -2.40
C 7.69 -0.79 -1.27
C 7.60 -1.48 0.07
C 5.38 -2.38 -0.20
H 5.50 -4.45 3.24
H 7.07 -5.17 3.40
H 5.58 -6.13 2.94
H 5.60 -4.99 0.79
H 7.19 -5.59 1.02
H 8.04 -3.47 1.55
H 6.48 -2.80 2.03
H 8.23 -4.01 -0.67
H 6.57 -4.50 -1.06
H 7.70 -3.74 -3.01
H 6.31 -2.75 -2.66
H 9.21 -2.00 -2.24
H 8.11 -1.30 -3.39
H 8.39 0.03 -1.06
H 6.69 -0.29 -1.51
H 8.61 -1.76 0.51
H 7.07 -0.87 0.81
H 5.06 -1.66 0.54
H 4.77 -3.29 -0.12
H 5.33 -1.95 -1.22
C -10.06 -6.52 0.13
C -9.13 -5.29 -0.26
C -7.69 -5.72 -0.25
N -6.72 -4.72 -0.81
C -5.51 -5.44 -1.28
C -4.73 -6.15 -0.18
C -4.31 -5.10 0.88
C -5.55 -4.35 1.42
C -6.35 -3.81 0.27
C -7.31 -3.87 -1.97
H -11.12 -6.27 -0.11
H -10.06 -6.54 1.24
H -9.81 -7.49 -0.26
H -9.32 -4.44 0.43
H -9.37 -4.91 -1.26
H -7.57 -6.57 -0.88
H -7.41 -6.00 0.76
H -5.91 -6.12 -2.06
H -4.86 -4.70 -1.74
H -5.32 -6.95 0.30
H -3.89 -6.69 -0.71
H -3.69 -5.61 1.64
H -3.70 -4.34 0.45
H -6.13 -4.95 2.13
H -5.13 -3.51 1.98
H -7.30 -3.33 0.58
H -5.78 -3.00 -0.16
H -7.60 -4.53 -2.79
H -6.48 -3.23 -2.29
H -8.16 -3.31 -1.61
C 2.27 3.62 6.85
C 3.59 4.08 6.45
C 4.41 3.16 5.58
C 3.96 3.10 4.16
C 4.16 4.45 3.47
C 3.40 5.58 4.25
N 3.34 5.35 5.67
O 3.18 6.35 6.35
C 1.96 5.42 3.77
C 3.94 6.94 3.96
C 4.43 4.51 7.65
H 2.34 2.88 7.66
H 1.68 3.11 6.07
H 1.60 4.38 7.18
H 4.25 2.19 6.07
H 5.49 3.30 5.65
H 2.96 2.75 4.03
H 4.60 2.38 3.57
H 3.90 4.53 2.39
H 5.23 4.71 3.52
H 1.85 5.93 2.83
H 1.19 5.88 4.45
H 1.68 4.37 3.48
H 4.86 7.14 4.46
H 3.21 7.68 4.26
H 4.03 7.07 2.93
H 3.89 5.10 8.40
H 5.32 5.10 7.31
H 4.78 3.58 8.08
C 2.65 0.41 2.20
C 1.50 -0.59 2.22
C 0.56 -0.29 3.34
C -0.82 -0.85 3.07
C -1.53 -0.39 1.77
C -0.69 -0.69 0.52
N 0.73 -0.31 0.89
O 1.43 0.14 -0.12
C -1.17 0.07 -0.66
C -0.68 -2.18 0.33
C 1.88 -2.02 2.23
H 2.17 1.34 1.90
H 3.39 0.08 1.45
H 3.17 0.41 3.18
H 0.52 0.75 3.65
H 0.97 -0.80 4.19
H -1.42 -0.47 3.88
H -0.89 -1.95 3.07
H -1.72 0.69 1.67
H -2.47 -0.90 1.57
H -0.49 0.05 -1.49
H -1.24 1.07 -0.29
H -2.12 -0.28 -1.02
H -1.69 -2.44 0.00
H -0.42 -2.70 1.29
H 0.03 -2.45 -0.47
H 2.82 -2.14 2.71
H 1.88 -2.35 1.18
H 1.10 -2.63 2.72
C -4.81 -0.79 -2.65
C -4.64 -1.36 -1.21
O -3.62 -2.01 -0.85
O -5.52 -1.02 -0.33
H -5.81 -0.60 -2.97
H -4.41 -1.58 -3.35
H -4.25 0.12 -2.76
C 2.24 -4.64 -1.10
C 2.62 -3.31 -1.75
O 3.41 -3.50 -2.73
O 2.26 -2.25 -1.25
H 2.31 -4.54 -0.01
H 2.98 -5.41 -1.28
H 1.26 -4.95 -1.25
C -0.96 3.57 3.61
C -0.74 3.16 2.17
O -1.70 3.20 1.39
O 0.45 2.84 1.85
H -1.48 4.51 3.47
H -0.07 3.70 4.15
H -1.60 2.83 4.13
C -2.93 1.61 -5.46
C -2.05 1.56 -4.13
O -2.61 1.70 -3.03
O -0.85 1.20 -4.24
H -2.36 1.91 -6.30
H -3.86 2.18 -5.37
H -3.13 0.54 -5.68
C 6.58 -1.09 4.30
C 5.95 -0.37 3.13
O 6.11 0.85 3.17
O 5.31 -1.12 2.34
H 6.89 -2.14 4.08
H 5.82 -1.01 5.14
H 7.39 -0.48 4.66
*
```

Summary:
* lowest unoccupied orbital energy: -6.33 eV
* calculated total energy: -4157.52713 hartree
* E_HOMO: -0.4102 Ha

Computed, not measured: 2 unconnected molecules or ions with the total composition CH3NO2S at a distorted geometry, with the ωB97M-V functional and the def2-TZVPD basis.

Geometry as ORCA input:
```
! RIJCOSX wB97M-V def2-TZVPD def2/J DEFGRID3
* xyz 0 1
C 2.79 1.09 0.02
N -2.00 -0.10 -0.05
O 3.65 0.35 -0.05
O 0.48 -0.33 0.58
S -0.72 -1.18 -0.16
H 0.90 0.31 -0.03
H -2.72 -0.33 0.62
H -2.38 0.19 -0.94
*
```

Summary:
* lowest unoccupied orbital energy: 0.86 eV
* calculated total energy: -643.29119 hartree
* E_HOMO: -0.3240 Ha
* energy above the lowest of the compared OMol25 structures with the same formula, charge and spin: 60.3 kJ/mol